Here is C30H40N3O2SeTa as an isolated structure from the OMol25 dataset. Energies are from ωB97M-V with the def2-TZVPD basis set.

```
77
C30H40N3O2SeTa ωB97M-V with the def2-TZVPD basis set
Ta -2.407 2.359 0.649
C 0.856 -3.137 -3.043
C 0.260 -2.104 -4.013
C -0.955 -2.710 -4.732
C 1.319 -1.745 -5.055
C -0.194 -0.887 -3.215
C -1.142 -1.053 -2.201
C -1.555 0.043 -1.481
Se -2.793 -0.230 -0.017
C -1.468 -0.680 1.338
C -1.054 -1.989 1.416
C -0.055 -2.331 2.331
C 0.460 -1.318 3.129
C 0.065 0.027 3.093
C -0.919 0.311 2.160
O -1.479 1.592 2.003
C 0.765 1.008 4.040
C 0.261 2.452 3.962
C 2.264 1.014 3.693
C 0.566 0.519 5.483
C 0.461 -3.759 2.478
C -0.223 -4.717 1.503
C 1.971 -3.767 2.195
C 0.197 -4.241 3.912
C -1.054 1.313 -1.753
O -1.588 2.359 -0.988
C -0.119 1.541 -2.752
C 0.284 0.398 -3.454
C 0.447 2.931 -3.050
C -0.688 3.880 -3.466
C 1.463 2.890 -4.196
C 1.171 3.468 -1.804
H 1.191 -4.011 -3.602
H 0.125 -3.482 -2.309
H 1.714 -2.725 -2.510
H -0.642 -3.581 -5.308
H -1.402 -1.991 -5.420
H -1.725 -3.040 -4.032
H 1.614 -2.648 -5.589
H 2.218 -1.327 -4.598
H 0.938 -1.041 -5.797
H -1.557 -2.032 -1.994
H -1.508 -2.742 0.786
H 1.226 -1.584 3.844
H 0.444 2.899 2.983
H 0.814 3.044 4.690
H -0.797 2.535 4.214
H 2.430 1.357 2.670
H 2.716 0.029 3.801
H 2.787 1.693 4.368
H -0.492 0.491 5.747
H 1.068 1.203 6.168
H 0.986 -0.473 5.648
H -0.045 -4.434 0.462
H -1.300 -4.781 1.678
H 0.185 -5.718 1.639
H 2.183 -3.422 1.181
H 2.355 -4.783 2.294
H 2.524 -3.138 2.893
H -0.871 -4.233 4.139
H 0.709 -3.624 4.652
H 0.560 -5.262 4.028
H 1.010 0.527 -4.239
H -1.196 3.507 -4.357
H -0.269 4.857 -3.706
H -1.430 4.022 -2.680
H 1.015 2.538 -5.126
H 2.326 2.267 -3.957
H 1.829 3.900 -4.373
H 0.492 3.640 -0.967
H 1.641 4.422 -2.040
H 1.954 2.778 -1.481
N -5.154 8.228 2.421
C -4.709 7.282 1.942
N -4.192 6.208 1.388
C -3.697 5.154 1.254
N -3.181 4.052 1.031
```

## Properties
Lowest unoccupied orbital energy = -8.91 eV
Total charge = +2
Max |F| = 0.015 Eh/bohr
DFT total energy = -107207.2216 eV
Orbital gap = 5.98 eV
Multiplicity = 1
Relative energy (zero: lowest compared OMol25 entry of this formula, charge and spin) = 0.0 kJ/mol

Here is C30H41AsCdFI2N5O4 as an isolated structure at a distorted geometry from the OMol25 dataset. Energies are from ωB97M-V with the def2-TZVPD basis set.

```
85
C30H41AsCdFI2N5O4 ωB97M-V with the def2-TZVPD basis set
Cd 0.374 1.899 -1.933
F -3.687 -0.684 3.725
C -2.886 -1.373 2.934
C -2.198 -0.707 1.961
C -1.288 -1.363 1.172
C -0.532 -0.618 0.115
O -0.710 0.583 -0.107
C 0.497 -1.408 -0.516
C 0.525 -2.777 -0.314
N -0.246 -3.433 0.533
C -0.132 -4.856 0.691
C -1.321 -5.675 0.259
C -0.030 -5.656 -0.565
C -1.156 -2.765 1.352
C -1.926 -3.447 2.323
C -2.783 -2.766 3.167
N -3.376 -3.508 4.266
C -4.786 -3.683 4.281
C -5.161 -4.879 5.112
N -4.572 -4.652 6.540
C -3.065 -4.354 6.490
C -2.844 -3.176 5.574
C 1.596 -0.995 -1.468
O 2.592 -1.701 -1.494
O 1.441 0.053 -2.179
H -2.324 0.377 1.823
H 1.221 -3.430 -0.840
H 0.423 -5.183 1.544
H -2.177 -5.110 -0.089
H -1.531 -6.540 0.869
H -0.180 -5.171 -1.543
H 0.516 -6.577 -0.631
H -1.832 -4.536 2.399
H -5.163 -3.864 3.295
H -5.349 -2.791 4.597
H -4.629 -5.795 4.822
H -6.238 -5.121 5.245
H -4.692 -5.459 7.120
H -5.081 -3.897 6.997
H -2.650 -5.265 6.094
H -2.773 -4.219 7.527
H -1.784 -3.083 5.469
H -3.158 -2.237 5.955
I -0.886 5.903 -2.927
C -2.565 4.631 -3.128
I -2.619 2.914 -1.920
H -2.586 4.355 -4.196
H -3.417 5.259 -2.925
C 2.705 1.117 1.070
C 3.373 2.106 0.048
As 1.903 3.319 -0.530
C 1.144 3.956 1.170
C 2.166 4.272 2.302
C 2.786 4.898 -1.383
C 4.188 5.160 -0.845
H 3.389 0.348 1.414
H 1.779 0.686 0.649
H 2.391 1.686 1.987
H 3.676 1.554 -0.837
H 4.199 2.703 0.422
H 0.444 3.199 1.538
H 0.516 4.822 0.966
H 2.925 3.487 2.453
H 1.674 4.374 3.239
H 2.795 5.176 2.161
H 2.112 5.771 -1.277
H 2.870 4.630 -2.450
H 4.175 5.160 0.229
H 4.602 6.111 -1.165
H 4.809 4.326 -1.142
N 4.021 2.453 -8.507
C 2.973 3.166 -8.076
O 2.508 4.103 -8.694
C 2.298 2.720 -6.717
C 1.057 3.254 -6.377
C 0.473 2.951 -5.176
N 1.029 2.163 -4.257
C 2.201 1.573 -4.576
C 2.837 1.774 -5.799
H 4.533 2.827 -9.293
H 4.290 1.589 -8.111
H 0.491 3.876 -7.058
H -0.457 3.387 -4.939
H 2.532 0.858 -3.874
H 3.740 1.227 -6.041
```

## Properties
Lowest unoccupied orbital energy = -4.46 eV
Total charge = +2
Max |F| = 0.041 Eh/bohr
DFT total energy = -131724.5905 eV
Orbital gap = 8.17 eV
Multiplicity = 1
Relative energy (zero: lowest compared OMol25 entry of this formula, charge and spin) = 0.0 kJ/mol

Here is a 2-piece molecular cluster, C30H41BF2N4O5S2Si overall at a distorted geometry from the OMol25 dataset. Energies are from ωB97M-V with the def2-TZVPD basis set.

```
86
C30H41BF2N4O5S2Si ωB97M-V with the def2-TZVPD basis set
C 5.554 1.456 -0.205
C 4.346 2.242 -1.025
N 3.272 2.816 -0.123
C 2.452 1.748 0.566
C 3.056 1.494 2.101
C 2.423 3.858 -0.817
S 3.031 5.481 -0.833
S 0.774 3.568 -1.668
C -0.443 4.625 -0.711
C -1.956 4.684 -1.339
C -3.031 3.680 -0.544
C -2.268 2.235 -0.392
C -2.213 1.252 -1.711
B -2.870 1.653 -3.197
C -4.518 1.825 -3.368
O -1.999 1.890 -4.401
C -1.487 -0.214 -1.600
C -1.399 -1.330 -2.834
C -2.259 -2.735 -2.639
C -2.099 -3.714 -3.987
C -1.164 -3.119 -5.180
N -0.377 -1.856 -5.280
C -0.475 -0.934 -4.112
C -0.775 -0.672 -0.158
C 0.007 -2.105 0.023
N 0.683 -2.575 1.326
Si 1.520 -4.166 1.261
C 0.867 -5.362 -0.118
C 3.408 -3.832 0.854
C 1.503 -5.164 2.911
C 0.594 -1.664 2.544
N 1.201 -2.076 3.876
C 2.178 -1.046 4.399
O 3.500 -1.307 4.200
F 1.845 0.202 5.124
C 0.036 -2.309 4.817
O -0.427 -3.580 4.973
F -0.645 -1.273 5.639
C -0.157 -0.171 2.534
C -0.856 0.352 1.145
C -1.626 1.836 1.094
C -1.749 2.834 2.396
C -3.291 2.632 3.014
O -3.269 2.984 4.454
H 5.179 0.338 -0.090
H 5.713 1.858 0.891
H 6.571 1.424 -0.785
H 4.882 3.171 -1.548
H 3.892 1.552 -1.880
H 2.525 0.713 -0.015
H 1.312 2.060 0.738
H 3.731 0.533 2.075
H 3.745 2.378 2.467
H 2.172 1.420 2.893
H -0.021 5.736 -0.745
H -0.390 4.286 0.408
H -1.993 4.486 -2.513
H -2.381 5.775 -1.168
H -4.038 3.580 -1.161
H -3.353 4.145 0.502
H -4.939 0.996 -4.091
H -4.973 1.753 -2.268
H -4.681 2.926 -3.794
H -2.508 1.676 -5.244
H -2.896 -3.013 -1.698
H -2.667 -4.758 -4.068
H -1.100 -3.823 -6.145
H 0.127 0.094 -4.167
H 0.076 -2.812 -0.929
H 1.049 -4.828 -1.153
H -0.289 -5.591 -0.013
H 1.519 -6.339 -0.106
H 3.828 -2.998 1.595
H 4.061 -4.814 0.894
H 3.478 -3.370 -0.223
H 2.192 -4.578 3.669
H 0.436 -5.412 3.325
H 2.070 -6.190 2.689
H -0.177 0.512 3.512
H -0.935 2.530 3.182
H -1.667 3.977 2.148
H -3.719 1.557 2.792
H -3.977 3.447 2.479
H -4.201 2.934 4.846
O -4.109 -5.992 -4.792
H -4.437 -5.484 -5.512
```

## Properties
Lowest unoccupied orbital energy = -3.23 eV
Max |F| = 0.202 Eh/bohr
DFT total energy = -83601.4616 eV
Orbital gap = 2.09 eV
Multiplicity = 1

Here is C30H41HgO3PSSi as an isolated structure from the OMol25 dataset. Energies are from ωB97M-V with the def2-TZVPD basis set.

```
78
C30H41HgO3PSSi ωB97M-V with the def2-TZVPD basis set
Hg 1.123 0.181 -1.139
C -2.607 7.192 -2.492
C -2.077 6.455 -3.541
C -1.365 5.292 -3.278
C -1.177 4.837 -1.973
C -1.712 5.592 -0.931
C -2.421 6.758 -1.187
P -0.210 3.271 -1.793
C 0.463 3.485 -0.097
C -0.278 3.299 1.066
C 0.281 3.557 2.310
C 1.594 3.994 2.406
C 2.353 4.157 1.255
C 1.789 3.903 0.013
C -1.541 2.034 -1.513
C -2.885 2.370 -1.335
C -3.843 1.375 -1.175
C -3.470 0.041 -1.228
C -2.135 -0.299 -1.437
C -1.171 0.689 -1.578
H -3.154 8.105 -2.690
H -2.212 6.786 -4.563
H -0.940 4.722 -4.097
H -1.571 5.271 0.094
H -2.832 7.328 -0.363
H -1.294 2.926 0.998
H -0.308 3.406 3.207
H 2.029 4.200 3.376
H 3.385 4.475 1.325
H 2.379 4.026 -0.887
H -3.193 3.409 -1.317
H -4.879 1.646 -1.012
H -4.214 -0.738 -1.103
H -1.859 -1.347 -1.498
C -1.328 0.075 2.286
C -0.588 -1.230 2.550
C -0.173 -1.299 4.018
C -1.480 -2.415 2.191
O 0.554 -1.209 1.693
Si 1.943 -2.130 1.741
S 2.943 -1.964 -0.032
O 1.402 -3.631 2.197
C 2.076 -4.851 2.458
C 1.218 -5.958 1.855
C 3.475 -4.897 1.849
C 2.167 -5.011 3.973
O 2.810 -1.693 3.100
C 3.684 -0.592 3.316
C 3.124 0.687 2.699
C 5.058 -0.901 2.726
C 3.792 -0.439 4.829
H -2.228 0.145 2.903
H -1.612 0.144 1.237
H -0.670 0.916 2.513
H -1.059 -1.278 4.657
H 0.461 -0.448 4.269
H 0.391 -2.211 4.218
H -2.400 -2.388 2.780
H -0.956 -3.353 2.371
H -1.738 -2.366 1.131
H 1.142 -5.813 0.776
H 0.212 -5.921 2.276
H 1.652 -6.940 2.054
H 3.438 -4.648 0.789
H 3.897 -5.897 1.974
H 4.130 -4.171 2.334
H 1.167 -5.035 4.411
H 2.711 -4.164 4.394
H 2.689 -5.936 4.234
H 3.008 0.571 1.619
H 3.799 1.524 2.890
H 2.146 0.923 3.122
H 4.975 -1.036 1.648
H 5.447 -1.825 3.160
H 5.756 -0.088 2.940
H 2.819 -0.176 5.250
H 4.512 0.341 5.089
H 4.114 -1.382 5.273
```

## Properties
Lowest unoccupied orbital energy (alpha / beta) = 2.65 / 2.61 eV
Total charge = -1
Max |F| = 0.017 Eh/bohr
DFT total energy = -70100.9222 eV
Orbital gap (alpha / beta) = 5.49 / 7.30 eV
Multiplicity = 2
Relative energy (zero: lowest compared OMol25 entry of this formula, charge and spin) = 29.2 kJ/mol

Here is C30H41N3O3P2Pt as an isolated structure at a distorted geometry from the OMol25 dataset. Energies are from ωB97M-V with the def2-TZVPD basis set.

```
80
C30H41N3O3P2Pt ωB97M-V with the def2-TZVPD basis set
Pt 0.649 -0.756 -1.449
P -1.042 0.404 -2.863
P 2.335 -1.885 -0.002
N -0.043 -2.334 -1.922
H 1.365 2.853 -1.823
C -0.548 0.954 -4.571
H -1.378 1.448 -5.109
H -0.216 0.072 -5.144
H 0.302 1.653 -4.492
C -1.767 1.962 -2.177
H -2.414 2.472 -2.912
H -0.949 2.638 -1.876
H -2.355 1.709 -1.280
C -2.532 -0.626 -3.205
H -3.327 -0.039 -3.698
H -2.900 -1.032 -2.249
H -2.240 -1.472 -3.849
C 4.042 -2.189 -0.675
H 4.679 -2.743 0.038
H 4.514 -1.219 -0.908
H 3.956 -2.765 -1.612
C 2.717 -1.059 1.608
H 3.504 -1.594 2.170
H 1.795 -1.020 2.211
H 3.044 -0.025 1.408
C 1.813 -3.578 0.508
H 2.512 -4.017 1.242
H 1.761 -4.217 -0.388
H 0.802 -3.511 0.943
C -0.614 -3.514 -2.312
C -0.833 -5.362 -3.897
C -0.232 -4.157 -3.519
C -1.612 -4.119 -1.502
C -2.203 -5.323 -1.893
C -1.819 -5.952 -3.090
H -0.529 -5.847 -4.832
H 0.537 -3.687 -4.140
H -1.901 -3.617 -0.573
H -2.972 -5.778 -1.259
H -2.286 -6.896 -3.392
C 2.190 2.173 -1.508
O 1.672 0.876 -1.390
C 3.274 2.204 -2.593
H 4.108 2.856 -2.277
H 2.872 2.590 -3.546
H 3.672 1.189 -2.763
C 2.711 2.643 -0.145
H 3.779 2.388 -0.022
H 2.137 2.164 0.667
H 2.594 3.735 -0.045
O -1.247 -2.322 1.086
C -1.136 -1.120 1.168
N -1.593 -0.424 2.239
C -1.150 0.954 2.141
C -0.542 0.899 0.772
O -0.056 1.858 0.218
N -0.497 -0.353 0.259
C -2.276 1.982 2.337
C -2.607 2.962 1.371
C -3.571 3.937 1.634
C -4.223 3.962 2.864
C -3.914 3.006 3.833
C -2.950 2.025 3.574
C -0.032 1.271 3.146
C 0.623 2.522 3.084
C 1.666 2.830 3.960
C 2.072 1.901 4.918
C 1.431 0.664 5.003
C 0.388 0.348 4.128
H -2.073 -0.845 3.049
H -2.113 3.021 0.423
H -3.797 4.687 0.886
H -4.958 4.729 3.069
H -4.413 3.036 4.793
H -2.710 1.311 4.351
H 0.332 3.261 2.348
H 2.164 3.789 3.893
H 2.883 2.140 5.593
H 1.748 -0.055 5.747
H -0.074 -0.624 4.222
```

## Properties
Lowest unoccupied orbital energy (alpha / beta) = 0.59 / -0.53 eV
Max |F| = 0.109 Eh/bohr
DFT total energy = -64209.7601 eV
Orbital gap (alpha / beta) = 5.76 / 7.33 eV
Multiplicity = 5

Here is C30H42Br2N9OSSe3Si2Te2Zr as an isolated structure at a distorted geometry from the OMol25 dataset. Energies are from ωB97M-V with the def2-TZVPD basis set.

```
93
C30H42Br2N9OSSe3Si2Te2Zr ωB97M-V with the def2-TZVPD basis set
Zr -0.052 0.172 -0.471
Se -2.470 1.113 0.194
Se -2.778 0.326 -1.987
Te -1.900 2.302 -3.289
Se 0.356 2.193 -2.214
C 0.193 -0.982 -3.992
C -0.420 -1.976 -3.067
C -0.957 -3.164 -3.598
C -1.566 -4.076 -2.791
C -1.670 -3.820 -1.408
C -2.287 -4.687 -0.478
Br -3.019 -6.337 -1.057
C -2.367 -4.358 0.847
C -1.846 -3.142 1.294
Br -1.961 -2.657 3.116
C -1.234 -2.241 0.437
O -0.760 -1.093 0.850
C -1.121 -2.605 -0.938
N -0.488 -1.704 -1.768
H 0.608 -1.475 -4.871
H 0.969 -0.408 -3.495
H -0.576 -0.287 -4.342
H -0.879 -3.334 -4.662
H -1.978 -4.991 -3.192
H -2.831 -5.034 1.551
N 0.072 3.406 0.736
C 0.997 2.663 1.334
N 1.832 3.301 2.139
C 2.769 2.568 2.722
N 3.651 3.171 3.516
N 2.883 1.230 2.578
C 2.032 0.659 1.770
N 1.072 1.305 1.058
C 2.114 -0.824 1.735
C 2.639 -1.483 2.839
C 2.692 -2.865 2.832
C 2.221 -3.541 1.718
C 1.736 -2.804 0.653
N 1.672 -1.472 0.648
H 0.054 4.375 1.003
H -0.787 2.974 0.416
H 3.566 4.155 3.693
H 4.352 2.620 3.978
H 2.989 -0.904 3.679
H 3.094 -3.404 3.679
H 2.233 -4.620 1.671
H 1.389 -3.301 -0.242
C -2.244 4.489 3.662
N -3.186 3.397 3.577
C -4.566 3.518 3.641
C -5.089 2.295 3.443
N -4.025 1.433 3.263
C -2.853 2.104 3.333
S -1.311 1.456 3.148
H -2.406 5.054 4.579
H -2.361 5.157 2.807
H -1.241 4.069 3.668
H -5.047 4.460 3.832
H -6.112 1.970 3.405
H -4.076 0.446 3.078
C 3.651 -1.772 -4.789
Si 4.031 -2.683 -3.180
C 2.548 -3.763 -2.714
C 5.564 -3.756 -3.393
C 4.342 -1.523 -1.704
Te 2.929 0.090 -1.376
C 3.760 1.279 -2.982
Si 4.809 2.678 -2.228
C 5.350 3.834 -3.611
C 3.737 3.576 -0.957
C 6.268 1.877 -1.332
H 3.118 -2.432 -5.475
H 4.569 -1.459 -5.290
H 3.045 -0.880 -4.634
H 2.198 -4.358 -3.559
H 1.720 -3.144 -2.369
H 2.816 -4.457 -1.914
H 5.411 -4.503 -4.174
H 5.825 -4.286 -2.476
H 6.422 -3.145 -3.681
H 5.312 -1.030 -1.783
H 4.350 -2.101 -0.777
H 2.930 1.694 -3.555
H 4.352 0.633 -3.627
H 4.485 4.297 -4.088
H 5.910 3.298 -4.379
H 5.989 4.632 -3.230
H 2.730 3.734 -1.352
H 4.142 4.551 -0.684
H 3.657 2.982 -0.046
H 6.919 1.343 -2.026
H 5.911 1.164 -0.585
H 6.874 2.626 -0.820
```

## Properties
Lowest unoccupied orbital energy = -3.15 eV
Total charge = +1
Max |F| = 0.035 Eh/bohr
DFT total energy = -425836.0502 eV
Orbital gap = 6.23 eV
Multiplicity = 1
Relative energy (zero: lowest compared OMol25 entry of this formula, charge and spin) = 136.1 kJ/mol